Entry A
This record from OMol25 describes 2 unconnected molecules or ions with the total composition C2H6O2S. The level of theory is the ωB97M-V functional and the def2-TZVPD basis.

Computed properties:
**HOMO level (alpha / beta)**: -7.60 / -7.60 eV

Geometry as ORCA input:
```
! RIJCOSX wB97M-V def2-TZVPD def2/J DEFGRID3
* xyz 0 1
S 0.96727 -0.88600 1.71264
O 0.07716 1.48137 -1.37363
O -0.99821 1.39786 0.67606
C 0.66787 -1.10022 0.05674
C -0.79939 0.74664 -0.53793
H -1.71929 0.53549 -0.96640
H 0.26085 -1.86126 2.08392
H -0.12715 -1.70459 -0.25580
H 0.39680 0.72825 -1.91115
H -0.29314 1.96713 0.97330
H 1.56723 -1.30465 -0.45775
*
```

Mulliken population analysis, charges in e, atoms 1 to 6:
1. S -0.17
2. O -0.49
3. O -0.42
4. C -0.75
5. C -0.01
6. H 0.28


Entry B
This record from OMol25 describes 2 unconnected molecules or ions with the total composition C2H6O2S. The level of theory is the ωB97M-V functional and the def2-TZVPD basis.

Computed properties:
**HOMO level**: -8.45 eV

Geometry as ORCA input:
```
! RIJCOSX wB97M-V def2-TZVPD def2/J DEFGRID3
* xyz 0 1
S 1.80490 0.15820 0.35976
O -1.06667 -0.39106 0.61453
O -1.26712 0.74330 -1.39327
C -1.03121 -0.45622 -0.75444
C 1.03805 -0.85435 -0.99012
H -1.67289 -1.27278 -1.19198
H -0.30296 0.09599 0.95558
H -0.98566 1.58464 -0.74705
H 1.98540 -0.87090 1.09510
H 1.23108 -1.85499 -0.63030
H 1.22876 -0.66632 -2.05550
*
```

Mulliken population analysis, charges in e, atoms 1 to 6:
1. S -0.27
2. O -0.46
3. O -0.48
4. C 0.07
5. C -0.58
6. H 0.30


It comes down to entry B, which is 28.8 kcal/mol more stable than the next structure.


Entry A
This record from OMol25 describes a single C6H5NO2 molecule. The level of theory is the ωB97M-V functional and the def2-TZVPD basis.

Computed properties:
**Structure (SMILES)**: N#C[C@@]12C[C@@H]1COC2=O
**HOMO level**: -9.78 eV

Geometry as ORCA input:
```
! RIJCOSX wB97M-V def2-TZVPD def2/J DEFGRID3
* xyz 0 1
O 1.80762 -1.09325 0.13243
O 0.48902 -0.96316 -1.54067
N 1.17376 1.56842 2.22695
C -1.69156 -0.25517 0.72897
C -0.25770 0.36659 0.38155
C -1.45941 0.38127 -0.46491
C 0.79035 -0.71170 -0.24003
C 0.15396 1.21845 1.35259
C -0.68305 -0.11566 -1.88921
H -0.31861 0.69615 -2.40032
H -2.48330 0.28924 1.29573
H -1.69920 -1.46080 0.79530
H -1.84888 1.46823 -0.87100
H -1.35502 -0.82309 -2.35626
*
```

Mulliken population analysis, charges in e, atoms 1 to 6:
1. O -0.45
2. O -0.35
3. N -0.44
4. C -0.71
5. C 0.84
6. C 0.01


Entry B
This record from OMol25 describes a single C6H5NO2 molecule. The level of theory is the ωB97M-V functional and the def2-TZVPD basis.

Computed properties:
**Structure (SMILES)**: O=[N+]([O-])C1=CCCC#C1
**HOMO level (alpha / beta)**: -9.14 / -9.14 eV

Geometry as ORCA input:
```
! RIJCOSX wB97M-V def2-TZVPD def2/J DEFGRID3
* xyz 0 1
O -1.13658 -0.08446 -3.04022
O -0.21571 1.81291 -2.95474
N -0.56030 0.78984 -2.42040
C 0.12455 -1.02441 0.98067
C 0.61882 1.37292 -0.35628
C -0.48201 -0.74313 -0.34854
C 0.85307 1.16433 0.84387
C 0.42229 0.16051 1.83776
C -0.06415 0.41873 -1.12684
H -1.14712 -1.48227 -0.96299
H -0.40644 0.72513 2.51441
H -0.43414 -1.75997 1.61380
H 1.30313 0.04923 2.55746
H 1.12458 -1.39935 0.86206
*
```

Mulliken population analysis, charges in e, atoms 1 to 6:
1. O -0.59
2. O -0.56
3. N 0.91
4. C -0.45
5. C -0.23
6. C -0.30


It comes down to entry A, which is 47.0 kcal/mol more stable than the next structure.


Entry A
This record from OMol25 describes 12 unconnected molecules or ions with the total composition C30H60O24. The level of theory is the ωB97M-V functional and the def2-TZVPD basis.

Computed properties:
**Structure (SMILES)**: C[C@H]1COC(=O)O1.C[C@H]1COC(=O)O1.C[C@H]1COC(=O)O1.C[C@H]1COC(=O)O1.C[C@H]1COC(=O)O1.C[C@H]1COC(=O)O1.CO.CO.CO.CO.CO.CO
**HOMO level**: -9.74 eV

Geometry as ORCA input:
```
! RIJCOSX wB97M-V def2-TZVPD def2/J DEFGRID3
* xyz 0 1
O 17.14357 -17.10099 21.60542
O 19.82077 -12.34504 20.74306
O 17.33749 -11.58050 16.73066
O 23.66515 -13.65643 16.22860
O 14.23294 -16.24974 21.81881
O 18.43874 -15.06732 17.48780
O 19.08188 -10.40063 17.27740
O 21.22282 -19.62611 18.40461
O 22.11341 -18.10707 22.25550
O 13.84089 -16.56540 18.63014
O 25.38259 -13.45259 17.69545
O 24.49125 -18.21869 14.21962
O 20.30206 -15.74296 18.35279
O 23.52929 -15.22703 21.78511
O 17.72224 -14.41645 14.01321
O 23.72911 -11.91136 17.51144
O 19.40574 -12.13294 15.82739
O 13.28322 -14.77554 17.32760
O 19.14386 -18.98115 18.27500
O 20.10835 -15.73166 16.12826
O 24.62937 -19.28165 12.17012
O 20.26230 -19.26332 16.43822
O 24.02647 -20.30703 14.09977
O 14.71896 -16.31455 16.55913
C 18.31672 -14.55561 18.80346
C 16.11154 -11.30648 18.68415
C 23.24938 -17.44277 16.11394
C 13.90657 -15.96209 17.59334
C 18.16151 -18.69426 17.30373
C 24.45018 -19.30726 13.38879
C 16.89746 -14.96503 19.15518
C 21.02444 -18.44427 21.41855
C 19.00283 -18.88899 15.97245
C 14.61408 -15.33451 15.52780
C 14.24968 -14.78973 21.70514
C 16.78181 -10.55718 17.53657
C 24.20892 -18.57933 15.57813
C 20.91480 -11.61095 20.34701
C 17.96361 -9.70492 17.82587
C 23.05886 -15.17750 20.49436
C 19.68387 -15.52732 17.20604
C 23.50824 -19.92169 15.31365
C 22.55531 -12.86156 15.77579
C 22.51436 -11.76207 16.74396
C 20.23458 -19.33816 17.74939
C 18.12307 -15.23536 12.92289
C 19.45576 -15.41559 19.38369
C 18.37042 -19.87127 14.91333
C 18.66740 -11.43991 16.57977
C 13.79942 -12.93200 15.92053
C 16.87808 -18.23418 20.87264
C 13.49190 -14.43080 16.01726
C 22.39728 -10.35554 16.15404
C 24.33065 -12.99434 17.16880
H 19.28030 -17.95804 15.47804
H 19.13908 -15.61535 12.81603
H 17.35725 -19.42493 17.38958
H 18.88261 -16.24635 19.79532
H 16.47143 -18.00636 19.88733
H 15.61909 -10.58793 19.33934
H 22.55792 -16.13096 20.32685
H 14.81430 -12.71705 16.25506
H 22.43580 -19.74662 15.39927
H 17.76736 -17.68916 17.45375
H 20.01334 -12.81940 21.55515
H 17.48423 -16.10908 13.05166
H 25.10726 -18.71411 16.18055
H 20.68459 -10.81405 19.63986
H 22.36744 -17.46038 15.47365
H 22.29539 -14.42603 20.29307
H 17.73806 -18.89660 20.77394
H 20.87971 -19.47539 21.09615
H 23.81501 -20.61896 16.09327
H 21.85968 -18.53560 23.07622
H 16.43180 -14.76566 20.12033
H 21.75953 -12.20620 20.00030
H 12.99788 -12.31883 16.33241
H 19.06832 -20.15559 14.12579
H 18.13241 -9.54391 18.89062
H 23.18425 -10.19260 15.41767
H 12.59699 -14.70589 15.45908
H 16.78480 -11.93078 19.27157
H 16.07687 -9.93486 16.98532
H 18.45379 -13.47517 18.84754
H 18.32332 -14.52894 14.75324
H 15.56139 -14.80436 15.42954
H 23.84110 -15.00304 19.75561
H 17.73009 -8.85718 17.18174
H 16.06190 -18.81702 21.29955
H 21.28094 -11.04784 21.20546
H 17.89872 -20.70105 15.43970
H 16.68873 -16.03015 19.05488
H 20.08590 -18.10597 21.85766
H 22.59635 -12.52912 14.73853
H 14.29780 -14.29471 20.73522
H 22.95655 -17.50361 17.16211
H 23.14510 -16.01809 22.17010
H 19.99955 -14.86476 20.15115
H 21.42959 -10.31493 15.65403
H 13.81710 -12.60729 14.88017
H 16.24950 -14.55199 18.38210
H 17.51844 -19.33123 14.50031
H 15.07688 -14.42304 22.31292
H 13.35115 -14.35483 22.14289
H 15.35738 -12.01154 18.33452
H 16.30432 -16.64666 21.70955
H 13.87284 -16.71803 21.06209
H 21.65149 -11.96829 17.37724
H 21.72301 -13.55888 15.87132
H 22.45086 -9.52572 16.85876
H 14.26929 -15.78576 14.59743
H 17.92184 -14.70303 11.99325
H 23.72359 -16.46300 16.17119
H 21.20679 -17.84752 20.52483
*
```

Mulliken population analysis, charges in e, atoms 1 to 6:
1. O -0.55
2. O -0.45
3. O -0.16
4. O -0.25
5. O -0.55
6. O 0.63


Entry B
This record from OMol25 describes 12 unconnected molecules or ions with the total composition C30H60O24. The level of theory is the ωB97M-V functional and the def2-TZVPD basis.

Computed properties:
**Structure (SMILES)**: C[C@H]1COC(=O)O1.C[C@H]1COC(=O)O1.C[C@H]1COC(=O)O1.C[C@H]1COC(=O)O1.C[C@H]1COC(=O)O1.C[C@H]1COC(=O)O1.CO.CO.CO.CO.CO.CO
**HOMO level**: -10.24 eV

Geometry as ORCA input:
```
! RIJCOSX wB97M-V def2-TZVPD def2/J DEFGRID3
* xyz 0 1
O -9.24811 3.53054 17.34173
O -12.97151 -3.86606 15.58149
O -15.31047 -2.87798 20.97949
O -19.86922 0.57742 12.07436
O -16.38953 1.31591 17.97969
O -9.75708 -0.48778 12.85606
O -14.47175 -3.51193 13.88479
O -8.40567 5.35340 18.30508
O -18.31215 -0.44285 13.35851
O -10.52410 4.58761 18.84753
O -16.77061 0.90197 10.74803
O -10.64879 -3.12490 14.36842
O -15.59041 3.20461 14.93760
O -16.13917 2.88897 9.98051
O -12.06179 -0.20252 10.70144
O -13.67385 -3.65918 19.64278
O -13.45662 3.35188 15.85647
O -14.40373 -4.60317 10.64997
O -13.80240 -1.81913 15.14330
O -19.17350 -1.43397 11.56604
O -17.21897 -1.40692 17.34434
O -15.73151 -3.97196 19.04102
O -15.17650 4.18661 16.88451
O -18.20897 2.61434 10.83644
C -10.49726 2.76178 17.38291
C -19.92889 -1.02016 10.42794
C -14.93933 -3.43540 19.98020
C -13.86113 2.64075 10.64583
C -17.86610 2.68134 14.99931
C -14.79316 -1.10460 14.20418
C -16.83105 3.68824 15.35729
C -12.93501 -5.74278 18.69745
C -9.21964 0.17443 13.95957
C -17.10986 2.15309 10.53198
C -18.99657 -0.42088 12.42081
C -20.91296 1.42586 10.03741
C -10.08418 1.36212 17.82422
C -13.06624 -4.99633 10.94998
C -15.07953 1.32581 18.71651
C -15.01103 -4.40631 17.93224
C -15.40154 0.66182 10.21469
C -14.25754 0.14042 13.69954
C -13.70652 -3.15188 14.91038
C -20.66057 0.23171 10.96488
C -18.41301 -1.35803 16.53177
C -14.65085 3.56565 15.86728
C -16.63686 4.12368 16.79258
C -11.38603 3.47409 18.42321
C -9.31583 4.54695 18.18180
C -14.94899 2.07066 9.76123
C -9.87080 -4.27308 14.65350
C -11.82005 -1.56282 10.94871
C -15.07200 -2.33270 13.27271
C -13.54141 -4.39344 18.40078
H -15.55271 -0.07495 9.45952
H -15.67766 -1.02376 14.83495
H -15.04544 0.62376 13.07721
H -12.60669 -2.18404 10.45365
H -15.40855 -5.41815 17.79232
H -11.57702 2.79783 19.28987
H -20.12565 1.50307 9.25869
H -14.44822 0.58606 18.20961
H -17.84158 1.86385 15.66355
H -9.21508 -0.45462 14.79969
H -10.78500 -1.88100 10.64977
H -15.16644 0.98474 19.72665
H -13.01366 -6.08808 11.12838
H -12.31899 3.84775 18.01714
H -13.37328 0.05636 13.04820
H -11.83402 -5.66101 18.84243
H -9.45910 1.34745 18.74884
H -18.72129 3.27860 15.27979
H -21.58713 -0.17812 11.38707
H -14.45301 -2.13838 12.35931
H -18.18571 -0.92034 15.58613
H -18.03984 2.32664 13.96592
H -11.44500 0.27871 11.25342
H -10.90716 2.77059 16.38758
H -14.80860 0.24085 11.02889
H -13.45241 3.58336 10.21571
H -18.83485 -2.34812 16.44552
H -11.07634 0.89747 17.98349
H -8.85104 -4.09917 14.30917
H -15.30953 -3.88284 17.05310
H -12.88196 -3.82202 17.78988
H -14.74618 2.01927 8.69371
H -21.89701 1.30924 9.61175
H -11.85436 -1.78798 12.05786
H -9.82625 1.05329 14.23453
H -13.12627 -6.45636 17.91832
H -19.30679 -0.83461 9.56848
H -10.26275 -5.17315 14.18055
H -17.35081 -1.96894 18.11022
H -10.24995 -1.24426 13.25510
H -14.76626 2.36833 18.64220
H -20.87160 2.36587 10.56376
H -14.79176 -5.09964 9.91773
H -16.14332 -2.48863 12.94182
H -16.94968 3.35913 17.53013
H -20.66284 -1.80738 10.13595
H -12.98496 1.98670 10.64119
H -8.18534 0.41787 13.72919
H -14.36012 2.85345 11.58081
H -13.37151 -6.18649 19.57975
H -19.14516 -0.70309 16.98194
H -16.63242 0.39030 17.89258
H -17.04592 5.10210 17.02245
H -12.77274 -4.52968 11.85283
H -11.34729 -3.14325 15.06017
H -9.82472 -4.51970 15.73634
H -12.34782 -4.78769 10.10618
H -14.06273 0.80791 14.54623
H -17.06385 4.57382 14.82054
H -9.56947 0.78635 17.10498
*
```

Mulliken population analysis, charges in e, atoms 1 to 6:
1. O -0.40
2. O -0.87
3. O -0.58
4. O -0.33
5. O -0.46
6. O -0.47


It comes down to entry B, which is 32.6 kcal/mol more stable than the next structure.